CH4ClNO3 | ωB97M-V/def2-TZVPD

XYZ file:
```
10
Properties=species:S:1:pos:R:3:forces:R:3
C -1.313 -0.366 0.086 -0.94 -0.86 -1.22
N 1.078 0.135 0.984 0.90 -0.75 2.33
O -0.782 -1.401 -0.641 -0.30 -0.07 1.19
O -1.554 0.736 -0.366 0.54 -1.95 1.61
O -1.693 -0.869 1.314 -0.17 1.36 -0.15
Cl 2.194 -0.010 -0.355 -0.13 0.40 0.43
H 1.346 -0.704 1.620 -0.59 1.97 -1.30
H -0.510 -1.154 -1.523 -0.01 0.69 -0.30
H 1.267 1.018 1.562 0.08 -1.59 -1.39
H -1.827 -1.826 1.484 0.62 0.79 -1.20
```
Positions in Å, forces in eV/Å.

For the energy, the calculation gives -21255.932 eV. Its net charge is 0. As for the SMILES: O=C(O)O.NCl. As for the HOMO energy: -9.995 eV. The calculation puts the lowest unoccupied orbital energy at 0.35 eV. The calculation puts the HOMO-LUMO gap at 10.34 eV.

Atom charges from the natural (NBO) analysis, given in e for atoms 1 to 5: C 1.0240; N -0.8177; O -0.7254; O -0.6010; O -0.7328